1.
C9H24N8O4PSV as an isolated structure, computed with the ωB97M-V functional and the def2-TZVPD basis.

E = -2778.84913 hartree
Total charge = +3
Multiplicity = 2

```
48
C9H24N8O4PSV | the Open Molecules 2025 dataset | the ωB97M-V functional and the def2-TZVPD basis
V 0.71862 -0.54688 -0.23259
C 2.02711 -4.45821 -3.54318
C 1.10635 -4.34488 -2.38946
N 0.36808 -5.27985 -1.89225
N -0.31950 -4.71239 -0.85940
C -0.03094 -3.43859 -0.68496
S -0.61679 -2.31327 0.47261
N 0.87927 -3.17596 -1.65165
N 1.42718 -1.88893 -1.80516
H 2.23846 -5.51221 -3.71062
H 2.97140 -3.94245 -3.36326
H 1.56733 -4.05738 -4.44865
H -0.95937 -5.28207 -0.31804
H 1.17072 -1.52882 -2.72684
H 2.44732 -1.96568 -1.78920
O -2.58207 2.31677 -1.08318
N -2.41702 1.69758 -1.99015
O -2.29549 1.10200 -2.92140
O -0.18030 0.56645 -0.90685
C 3.23375 2.45133 0.10894
N 3.88246 1.55140 1.06818
C 5.18602 2.07001 1.52990
P 2.98635 0.53746 1.96374
O 2.04118 -0.22661 0.90529
N 3.97962 -0.48313 2.70528
C 3.74931 -1.01086 4.06155
C 5.11731 -1.11079 2.01527
N 1.95803 1.17972 3.03611
C 0.50190 1.24350 2.98847
C 2.55284 2.06368 4.06079
H 3.87710 2.56987 -0.76257
H 3.06513 3.43582 0.55019
H 2.27395 2.05500 -0.22028
H 5.86050 2.13545 0.67708
H 5.62605 1.41561 2.27516
H 5.06695 3.06548 1.96045
H 2.77735 -0.70722 4.43713
H 4.52710 -0.65106 4.73499
H 3.78736 -2.09915 4.03188
H 5.30685 -0.63174 1.05809
H 4.91214 -2.17039 1.85673
H 6.01147 -1.02297 2.63232
H 0.10298 0.66486 2.15642
H 0.17364 2.27832 2.87795
H 0.07813 0.83822 3.90809
H 3.64009 1.99445 4.04613
H 2.20784 1.76202 5.04950
H 2.26340 3.09942 3.88047
```

---

2.
A 2-piece molecular cluster, C7H14N2O3S overall at a distorted geometry, computed with the ωB97M-V functional and the def2-TZVPD basis.

SMILES = C[S@@](=O)(O)=CC(N)=O.CC(C)C#N
Relative energy (zero: lowest compared OMol25 entry of this formula, charge and spin) = 362.2 kJ/mol
Total charge = 0

```
27
C7H14N2O3S | the Open Molecules 2025 dataset | the ωB97M-V functional and the def2-TZVPD basis
C 3.56430 0.25819 -1.51784
S 2.34646 0.31474 -0.16196
O 3.09983 0.03665 1.01762
O 2.19045 1.88369 -0.25272
C 0.83356 -0.37863 -0.39420
C 0.61556 -1.69195 0.17581
N 1.13690 -2.05241 1.37715
O 0.02707 -2.50300 -0.51875
H 3.81623 1.26987 -1.48705
H 4.28627 -0.51638 -1.31591
H 3.03859 0.00302 -2.39522
H 1.74255 2.30348 0.42021
H 0.42545 -0.14421 -1.35044
H 1.51822 -1.29093 1.83979
H 0.67379 -2.81013 1.84929
C -2.46330 -0.35585 1.28831
C -2.56873 0.86078 0.40203
C -2.96341 0.41926 -1.01971
C -1.24213 1.61738 0.44761
N -0.24619 2.22657 0.51446
H -1.72944 -1.03005 0.89351
H -2.19321 -0.23964 2.33020
H -3.50894 -0.74418 1.07483
H -3.14072 1.66726 0.89894
H -3.95650 -0.03858 -1.06304
H -3.01944 1.29295 -1.61116
H -2.28322 -0.35791 -1.44175
```

---

3.
A 3-piece molecular cluster, C9H15ClIO7P2 overall at a distorted geometry, computed with the ωB97M-V functional and the def2-TZVPD basis.

E = -2319.27570 hartree
Total charge = -1

```
35
C9H15ClIO7P2 | the Open Molecules 2025 dataset | the ωB97M-V functional and the def2-TZVPD basis
O -2.09579 -5.82370 3.16096
C -2.10774 -5.01797 2.17305
O -1.07209 -5.09315 1.23279
P -3.50167 -3.73131 2.07294
I -1.88782 -1.87100 1.64403
P -5.09536 -5.21394 2.39965
O -6.33174 -4.35081 3.25393
Cl -5.94986 -5.76529 0.54303
H -3.90276 -3.08315 3.29143
H -4.16329 -3.34949 0.83247
H -6.55958 -3.58891 2.65638
O 0.81141 0.87895 0.78812
C 1.27244 -0.01576 0.12072
O 0.87921 -1.31241 0.21319
C 1.70146 -2.12020 -0.63499
C 2.26426 -1.16994 -1.66532
C 2.38127 0.12233 -0.88744
H 2.48294 -2.58290 -0.02494
H 1.09730 -2.90652 -1.09062
H 3.20798 -1.51054 -2.09555
H 1.54748 -1.04239 -2.48309
H 3.33552 0.19584 -0.35999
H 2.22621 0.99167 -1.52594
O 3.26389 4.61686 -3.16838
C 2.50425 4.56850 -2.23369
O 2.17578 3.42307 -1.57794
C 1.17028 3.70822 -0.59620
C 1.29728 5.18724 -0.31693
C 1.75133 5.73491 -1.65318
H 0.19279 3.44592 -1.01152
H 1.34664 3.10718 0.29630
H 0.37300 5.63661 0.05043
H 2.07646 5.35753 0.43318
H 0.90667 5.97332 -2.30406
H 2.40187 6.60127 -1.53286
```

---

4.
C29H26IrN4O2P2Se2 as an isolated structure, computed with the ωB97M-V functional and the def2-TZVPD basis.

Relative energy (zero: lowest compared OMol25 entry of this formula, charge and spin) = 14.0 kJ/mol
Total charge = +1

```
66
C29H26IrN4O2P2Se2 | the Open Molecules 2025 dataset | the ωB97M-V functional and the def2-TZVPD basis
Ir -0.15527 4.08526 -0.35182
Se 4.67446 -1.35010 0.08753
P 2.60607 -1.25387 -0.06942
C 1.72506 -1.96797 1.34055
C 1.10860 -1.17771 2.30544
C 0.58594 -1.75488 3.45355
C 0.65945 -3.12752 3.63586
C 1.27581 -3.92243 2.67786
C 1.81973 -3.34557 1.54214
C 1.97658 -2.04373 -1.57660
C 2.62001 -1.69831 -2.76791
C 2.28212 -2.33241 -3.94989
C 1.29853 -3.31505 -3.95925
C 0.66126 -3.66783 -2.78111
C 1.00384 -3.03691 -1.59026
C 1.93714 0.45983 -0.17045
C 0.68082 1.05722 -0.30418
N 0.92797 2.39480 -0.35667
N 2.22201 2.61007 -0.19234
N 2.83582 1.46396 -0.08048
P -1.04402 0.62506 -0.38999
Se -1.99296 2.64194 -0.24038
C -1.60215 -0.39336 0.97462
C -2.00627 0.17288 2.18266
C -2.39164 -0.64670 3.23037
C -2.37949 -2.02592 3.07191
C -1.99053 -2.59140 1.86572
C -1.61120 -1.77779 0.81175
C -1.49599 -0.15265 -1.92680
C -0.65058 -0.06921 -3.02843
C -1.07859 -0.56684 -4.24945
C -2.33645 -1.13855 -4.36444
C -3.17944 -1.22243 -3.26168
C -2.76538 -0.72643 -2.03935
H 1.06272 -0.10319 2.17834
H 0.12596 -1.13204 4.21027
H 0.25564 -3.57780 4.53369
H 1.35823 -4.99072 2.82991
H 2.35277 -3.96101 0.82721
H 3.42582 -0.97327 -2.74785
H 2.80342 -2.07787 -4.86415
H 1.04521 -3.81995 -4.88287
H -0.08195 -4.45517 -2.77973
H 0.54635 -3.35969 -0.66532
H -2.04275 1.24887 2.29859
H -2.71445 -0.21024 4.16609
H -2.68334 -2.66414 3.89146
H -1.98851 -3.66639 1.74304
H -1.33557 -2.21270 -0.13809
H 0.33302 0.37404 -2.93603
H -0.42370 -0.51309 -5.10829
H -2.66357 -1.52868 -5.31937
H -4.15891 -1.67089 -3.35752
H -3.42210 -0.79101 -1.17991
N 0.46216 4.22957 1.56032
C 0.09132 5.48315 2.28194
C 0.47779 6.72201 1.47893
C -0.49754 6.94782 0.32285
O -1.24244 7.87226 0.22522
O -0.46307 5.97446 -0.62831
H 0.10902 3.42597 2.07965
H 1.48366 4.12238 1.53657
H 0.59107 5.45559 3.25071
H -0.98464 5.44645 2.44968
H 1.49023 6.60873 1.08239
H 0.46688 7.59104 2.13151
```

---

5.
C3H5NO2 as an isolated structure at a distorted geometry, computed with the ωB97M-V functional and the def2-TZVPD basis.

Relative energy (zero: lowest compared OMol25 entry of this formula, charge and spin) = 742.4 kJ/mol
Total charge = 0

```
11
C3H5NO2 | the Open Molecules 2025 dataset | the ωB97M-V functional and the def2-TZVPD basis
O 2.54798 -0.29912 -0.88064
N 1.87927 0.79299 -0.43303
C 0.62973 0.56619 -0.32167
C -0.49174 1.44482 0.05905
O -1.33174 0.41825 -0.03182
C -0.36751 -0.50696 -0.44886
H 3.47060 -0.00834 -0.91103
H -0.82072 2.44448 -0.20680
H -2.53770 -1.32474 1.53115
H -2.59301 -2.06472 1.57697
H -0.38520 -1.46286 0.06668
```

---

6.
A 2-piece molecular cluster, C3H10OS2 overall at a distorted geometry, computed with the ωB97M-V functional and the def2-TZVPD basis.

SMILES = CCO.CSS
Relative energy (zero: lowest compared OMol25 entry of this formula, charge and spin) = 140.1 kJ/mol
Total charge = 0

```
16
C3H10OS2 | the Open Molecules 2025 dataset | the ωB97M-V functional and the def2-TZVPD basis
C 2.32209 -0.62573 3.87494
C 2.30032 0.71647 3.11528
O 3.03106 1.68074 3.91384
H 2.43391 -0.34539 4.93019
H 2.89168 -1.37930 3.32382
H 1.26331 -0.90726 3.99213
H 2.78575 0.69872 2.10877
H 1.31217 1.19112 2.92950
H 2.46922 2.32407 4.34727
C -1.88485 1.31385 -2.82931
S -0.87643 0.06642 -1.97704
S -1.91309 -1.72384 -2.23471
H -1.25404 1.55704 -3.71323
H -2.77727 0.79544 -3.21624
H -2.01957 2.28761 -2.37178
H -2.91492 -1.35519 -1.41243
```

---

Q: Which of these has the highest total charge?
A: C9H24N8O4PSV